Version i
{"formula": "C5H6S3", "method": "ωB97M-V with the def2-TZVPD basis set", "species": ["C", "C", "C", "C", "C", "S", "S", "S", "H", "H", "H", "H", "H", "H"], "coordinates": [[-1.520, 0.986, -1.492], [-0.120, -0.237, -0.377], [0.718, -0.730, 0.423], [-0.067, 1.083, -1.070], [0.717, -1.882, 1.415], [-2.446, 2.182, -1.997], [-1.759, -0.690, -0.912], [0.329, 2.608, -0.142], [1.587, -0.012, 0.318], [0.693, 1.006, -1.913], [-0.074, -2.542, 1.343], [0.985, -1.607, 2.452], [1.452, -2.562, 1.181], [-0.495, 2.397, 0.772]], "homo_lumo_gap_ev": 8.438, "smiles": "C/C=C1\\SC(=S)[C@H]1S", "charge": 0, "e_lumo_ev": -0.32}


Version ii
{"formula": "C5H6S3", "method": "ωB97M-V with the def2-TZVPD basis set", "species": ["C", "C", "C", "C", "C", "H", "H", "H", "H", "H", "H", "S", "S", "S"], "coordinates": [[2.269, -1.240, -1.099], [1.265, -0.262, -0.511], [0.082, -0.399, 0.257], [0.170, 2.184, -0.196], [-0.567, -1.716, 0.473], [1.928, -2.346, -1.131], [2.585, -0.795, -2.004], [2.961, -1.222, -0.256], [-0.386, 3.080, -0.764], [0.707, 2.451, 0.730], [-0.251, -2.696, 0.134], [-1.082, 0.963, 0.469], [1.536, 1.297, -1.112], [-2.132, -1.627, 1.252]], "homo_lumo_gap_ev": 6.945, "smiles": "CC1=C(C=S)SCS1", "charge": 0, "e_lumo_ev": -0.89}


Going by the energies, version i is most stable and the next is 2.0 kcal/mol up.


Version i
{"formula": "C4H10O3", "method": "ωB97M-V with the def2-TZVPD basis set", "species": ["C", "C", "C", "C", "O", "H", "H", "H", "H", "H", "H", "H", "H", "O", "H", "H", "O"], "coordinates": [[1.860, 0.148, -0.928], [0.830, -0.113, -0.120], [-0.529, -0.479, -0.560], [-1.597, 0.174, -0.062], [-2.844, -0.318, -0.254], [2.892, 0.342, -0.675], [1.700, 0.183, -1.996], [0.951, -0.096, 0.962], [-0.630, -1.472, -0.983], [-1.666, 1.092, 0.500], [-3.117, -1.204, -0.138], [1.602, -2.430, 0.544], [0.201, -2.679, 1.021], [1.095, -3.068, 1.065], [0.069, 3.896, 0.113], [-0.186, 2.724, 1.080], [-0.631, 3.299, 0.432]], "homo_lumo_gap_ev": 9.686, "smiles": "C=C/C=C/O.O.O", "charge": 0, "e_lumo_ev": 0.62}


Version ii
{"formula": "C4H10O3", "method": "ωB97M-V with the def2-TZVPD basis set", "species": ["O", "O", "C", "C", "C", "C", "H", "H", "H", "H", "H", "H", "H", "H", "O", "H", "H"], "coordinates": [[-1.614, 1.801, -2.618], [0.640, 1.691, -2.511], [-0.610, 1.665, -1.958], [0.788, 1.769, -3.850], [0.000, 0.000, 0.000], [-0.606, 1.330, -0.451], [0.679, 0.735, -4.219], [1.785, 2.143, -4.140], [0.022, 2.398, -4.334], [1.097, 0.084, -0.077], [-0.334, -0.837, -0.636], [-0.263, -0.227, 1.047], [-1.708, 1.328, -0.354], [-0.225, 2.235, 0.060], [-2.565, 2.080, -6.104], [-1.657, 1.865, -6.416], [-2.994, 1.205, -5.969]], "homo_lumo_gap_ev": 11.181, "smiles": "CCC(=O)OC.O", "charge": 0, "e_lumo_ev": 0.78}


Version iii
{"formula": "C4H10O3", "method": "ωB97M-V with the def2-TZVPD basis set", "species": ["C", "O", "C", "C", "C", "O", "H", "H", "H", "H", "H", "H", "H", "H", "H", "H", "O"], "coordinates": [[0.263, -1.334, 2.148], [-0.863, -1.468, 3.132], [-0.204, -0.804, 0.803], [0.986, -0.127, -0.039], [0.354, -0.042, -1.414], [-0.291, -1.014, -1.856], [1.150, -0.756, 2.439], [0.458, -2.377, 1.902], [-1.488, -2.047, 2.791], [-0.690, -1.331, 0.094], [-0.815, -0.018, 1.190], [1.685, -0.915, -0.074], [1.234, 0.787, 0.393], [0.289, 0.937, -1.821], [0.283, 4.342, -1.879], [-0.933, 3.746, -2.455], [-0.043, 3.916, -2.722]], "homo_lumo_gap_ev": 10.446, "smiles": "O=CCCCO.O", "charge": 0, "e_lumo_ev": 0.47}


Going by the energies, version ii is most stable and the next is 41.7 kcal/mol up.


Version i
{"formula": "C4H10O3", "method": "ωB97M-V with the def2-TZVPD basis set", "species": ["O", "C", "C", "C", "C", "O", "H", "H", "H", "H", "H", "H", "H", "H", "H", "H", "O"], "coordinates": [[2.456, 0.372, -1.037], [1.709, -0.196, -1.774], [0.225, -0.019, -1.732], [-0.317, 1.020, -0.755], [-1.775, 1.393, -1.086], [-0.128, 0.516, 0.540], [2.077, -0.858, -2.579], [-0.325, -0.924, -1.467], [-0.191, 0.100, -2.737], [0.258, 1.943, -0.898], [-2.064, 0.975, -2.053], [-1.877, 2.474, -1.230], [-2.517, 1.065, -0.358], [-0.606, 1.047, 1.182], [1.027, -3.025, 4.535], [1.187, -2.583, 6.001], [0.861, -3.299, 5.447]], "homo_lumo_gap_ev": 10.567, "smiles": "C[C@@H](O)CC=O.O", "charge": 0, "e_lumo_ev": 0.72}


Version ii
{"formula": "C4H10O3", "method": "ωB97M-V with the def2-TZVPD basis set", "species": ["C", "C", "C", "C", "O", "O", "O", "H", "H", "H", "H", "H", "H", "H", "H", "H", "H"], "coordinates": [[0.223, -0.571, -0.166], [-0.523, 0.095, 0.833], [0.768, 0.147, -1.360], [-1.955, -0.508, -0.332], [1.648, -0.574, 1.157], [2.415, 0.653, 1.128], [-0.510, 1.445, 0.847], [3.316, 0.335, 0.981], [-0.840, 1.768, 1.692], [0.197, -1.652, -0.154], [-0.723, -0.423, 1.765], [0.612, -0.434, -2.267], [0.328, 1.132, -1.506], [1.837, 0.303, -1.187], [-2.550, 0.401, -0.313], [-1.837, -0.810, -1.368], [-2.407, -1.308, 0.247]], "homo_lumo_gap_ev": 8.567, "charge": 0, "e_lumo_ev": 0.69}


Going by the energies, version i is most stable and the next is 126.9 kcal/mol up.